1.
44
Properties=species:S:1:pos:R:3 method="wB97M-V/def2-TZVPD" e_above_lowest_kj_mol=86.6 smiles="O=C(NCCO)/C(=C/c1ccc2c(c1)OCO2)NC(=O)c1ccc(Br)cc1"
O 0.6449 -2.4053 2.8619
C -0.5546 -2.1572 2.7935
N -1.4241 -2.5266 3.7557
C -0.9485 -3.1201 4.9853
C -0.5947 -2.0531 6.0323
O 0.2618 -1.0702 5.5178
C -1.0958 -1.4671 1.5823
C -2.3991 -1.4333 1.2455
C -2.9940 -0.9558 0.0105
C -2.3482 -1.0811 -1.2186
C -2.9286 -0.6512 -2.4048
C -4.1750 -0.0785 -2.3232
C -4.8426 0.0357 -1.1012
C -4.2875 -0.4077 0.0682
O -6.0667 0.6166 -1.3075
C -6.1351 0.8941 -2.6889
O -4.9609 0.4296 -3.3200
N -0.0381 -0.9325 0.8457
C -0.0139 0.2659 0.1940
O -0.9923 0.9583 0.0088
C 1.3346 0.6381 -0.3314
C 1.3762 1.3684 -1.5168
C 2.5819 1.7630 -2.0622
C 3.7545 1.4365 -1.4007
Br 5.4246 1.9743 -2.1379
C 3.7361 0.7332 -0.2077
C 2.5240 0.3327 0.3244
H -2.3464 -2.1238 3.7659
H -1.7101 -3.7962 5.3784
H -0.0508 -3.6916 4.7322
H -1.4935 -1.5226 6.3604
H -0.1460 -2.5523 6.9044
H 0.9481 -1.5015 4.9907
H -3.1177 -1.8070 1.9627
H -1.3793 -1.5529 -1.2586
H -2.4236 -0.7536 -3.3505
H -4.8126 -0.3082 1.0038
H -7.0112 0.3877 -3.1239
H -6.2311 1.9813 -2.8437
H 0.8461 -1.3471 1.1346
H 0.4446 1.6187 -2.0013
H 2.6144 2.3204 -2.9856
H 4.6598 0.5039 0.3010
H 2.5223 -0.1917 1.2690

2.
47
Properties=species:S:1:pos:R:3 method="wB97M-V/def2-TZVPD" smiles="COc1ccc(NS(=O)(=O)c2cc(NC(=O)c3cnccn3)ccc2OC)cc1Br"
C -3.5720 3.1207 0.3165
O -2.8747 2.2099 1.1298
C -2.5709 0.9869 0.6260
C -2.8449 0.5423 -0.6625
C -2.4518 -0.7185 -1.0753
C -1.7820 -1.5743 -0.2090
N -1.3278 -2.8126 -0.6683
S -0.5643 -2.8816 -2.1674
O -1.5719 -2.6926 -3.1663
O 0.1827 -4.1020 -2.1798
C 0.5214 -1.4397 -2.1219
C 0.9680 -1.1245 -0.8484
C 1.5210 0.1135 -0.5570
N 1.8892 0.4747 0.7339
C 1.7713 -0.2424 1.8821
O 1.4017 -1.3971 1.9697
C 2.1460 0.5691 3.0789
C 2.0734 0.0335 4.3643
N 2.3905 0.7496 5.4284
C 2.7672 2.0016 5.2255
C 2.8388 2.5439 3.9462
N 2.5345 1.8286 2.8780
C 1.6501 1.0405 -1.5959
C 1.3078 0.6894 -2.8787
C 0.7551 -0.5672 -3.1836
O 0.5393 -0.7910 -4.4908
C 0.4729 -2.1108 -5.0035
C -1.5299 -1.1568 1.0970
C -1.9120 0.1073 1.4877
Br -1.4880 0.7284 3.2268
H -2.9943 3.3860 -0.5747
H -3.7174 4.0075 0.9310
H -4.5463 2.7237 0.0157
H -3.3606 1.1816 -1.3602
H -2.6526 -1.0475 -2.0810
H -0.8678 -3.3831 0.0258
H 0.8777 -1.8537 -0.0633
H 2.2247 1.4235 0.8776
H 1.7558 -0.9862 4.5245
H 3.0188 2.5772 6.1049
H 3.1476 3.5648 3.7684
H 2.0459 2.0243 -1.3920
H 1.4503 1.3768 -3.6973
H 0.9762 -2.8241 -4.3476
H -0.5637 -2.4237 -5.1310
H 0.9729 -2.0770 -5.9730
H -1.0079 -1.7990 1.7900

3.
44
Properties=species:S:1:pos:R:3 method="wB97M-V/def2-TZVPD" e_above_lowest_kj_mol=0.0 smiles="NC(=O)c1ccc(NC(=O)COC(=O)CCC(=O)c2ccc(Cl)cc2)cc1"
N -5.6798 -3.4503 -0.7240
C -5.8498 -2.4128 0.1381
O -6.8761 -2.2737 0.7701
C -4.6967 -1.4772 0.2489
C -3.3787 -1.8622 0.0142
C -2.3530 -0.9494 0.1450
C -2.6204 0.3712 0.5089
N -1.5320 1.2420 0.6039
C -1.5313 2.5377 0.9892
O -2.4906 3.1806 1.3499
C -0.1353 3.1759 0.9610
O 0.5677 2.8188 -0.2251
C 1.8760 2.5780 -0.1279
O 2.5086 2.6386 0.8912
C 2.4441 2.1631 -1.4730
C 1.8225 0.8136 -1.8702
C 1.9000 -0.1061 -0.6680
O 0.9044 -0.3228 -0.0021
C 3.2158 -0.6421 -0.2773
C 3.3419 -1.1643 1.0134
C 4.5468 -1.6553 1.4680
C 5.6483 -1.6366 0.6228
Cl 7.1594 -2.2477 1.1738
C 5.5427 -1.1326 -0.6675
C 4.3344 -0.6362 -1.1125
C -3.9348 0.7583 0.7600
C -4.9534 -0.1647 0.6363
H -4.9019 -3.4991 -1.3557
H -6.4546 -4.0769 -0.8650
H -3.1404 -2.8851 -0.2400
H -1.3309 -1.2537 -0.0242
H -0.6396 0.8104 0.3698
H -0.2544 4.2629 0.9954
H 0.4414 2.8548 1.8375
H 2.1965 2.9173 -2.2199
H 3.5263 2.0828 -1.3715
H 0.7704 0.9614 -2.1206
H 2.3383 0.3964 -2.7335
H 2.4739 -1.1646 1.6551
H 4.6393 -2.0484 2.4679
H 6.4060 -1.1313 -1.3142
H 4.2717 -0.2615 -2.1220
H -4.1478 1.7716 1.0556
H -5.9749 0.1191 0.8384

Per-record Kohn-Sham gap, eV: 7.92, 7.94, 7.90
Per-record max |F|, eV Å⁻¹: 1.3, 1.1, 0.7